No. 1
Here is a molecular structure, C48H75CdN7O2SeTe from OMol25. Energies are from ωB97M-V/def2-TZVPD.

The geometry in XYZ format:
```
135
Properties=species:S:1:pos:R:3:forces:R:3
Cd -1.50496 0.12263 0.15000 -0.574 0.029 -0.128
C -2.99619 -2.16699 2.27526 -0.191 -0.089 -0.269
C -3.39764 -2.76294 0.88814 0.115 0.143 0.187
N -3.87032 -1.74158 -0.02438 0.015 -0.124 -0.391
C -5.23518 -1.30052 0.21095 0.121 0.351 0.060
C -5.39676 0.23475 0.07582 0.039 -0.290 0.176
N -4.19688 0.96423 0.46287 0.016 0.163 0.149
C -4.12106 1.31118 1.87401 -0.030 -0.167 0.143
C -3.80631 0.11648 2.79220 -0.126 0.219 -0.407
N -2.74664 -0.72488 2.25617 0.571 0.063 0.148
H -2.09545 -2.69262 2.59076 -0.012 0.058 0.129
H -3.76970 -2.39731 3.01404 -0.012 0.010 -0.018
H -4.13129 -3.56369 1.05430 0.007 0.002 -0.024
H -2.52086 -3.22099 0.42929 -0.041 -0.047 0.042
H -3.73076 -2.01444 -0.98692 -0.026 -0.115 0.013
H -5.51985 -1.59119 1.22277 0.028 -0.077 0.002
H -5.94288 -1.79108 -0.46591 -0.055 0.018 0.061
H -5.63513 0.47960 -0.95787 -0.160 -0.089 0.405
H -6.25671 0.54596 0.68585 -0.029 -0.005 -0.054
H -4.09825 1.80034 -0.09510 0.068 -0.085 0.010
H -5.04394 1.78487 2.24432 0.028 0.025 -0.038
H -3.31444 2.03004 1.96508 -0.048 -0.018 -0.014
H -4.70914 -0.48115 2.92669 0.000 -0.028 0.031
H -3.54192 0.52156 3.77484 -0.038 -0.059 0.021
H -1.84949 -0.50474 2.69044 0.000 -0.064 0.138
C 2.43835 -5.72890 -3.78199 0.045 0.026 0.095
C 3.00794 -4.84388 -2.66246 -0.005 -0.035 -0.042
C 4.37570 -4.29428 -3.09830 -0.079 -0.039 0.026
C 3.21912 -5.70921 -1.41791 -0.042 0.093 -0.090
C 2.04933 -3.68642 -2.39719 0.024 -0.037 0.032
C 1.37489 -3.50810 -1.20690 -0.001 0.027 -0.035
C 0.56735 -2.39011 -1.01295 -0.236 0.175 0.056
Se -0.14343 -2.07642 0.73275 0.734 -0.498 -0.030
C 1.42044 -1.39921 1.65032 -0.166 0.129 0.032
C 2.63867 -2.01975 1.49622 -0.113 0.071 -0.027
C 3.73732 -1.58237 2.22429 0.047 0.007 0.061
C 3.50495 -0.57943 3.15279 0.066 -0.022 -0.058
C 2.27232 0.03601 3.37535 -0.062 0.028 0.095
C 1.18035 -0.32135 2.54060 0.055 -0.128 -0.265
O -0.00654 0.25793 2.50412 -0.334 0.021 0.353
C 2.23028 1.03219 4.54948 -0.050 0.070 -0.007
C 0.81009 1.32394 5.03715 0.084 -0.050 -0.094
C 2.88706 2.35527 4.12855 -0.094 -0.045 0.056
C 2.99610 0.45102 5.75561 -0.015 0.020 -0.075
C 5.09018 -2.26359 2.03662 -0.004 -0.053 0.000
C 6.19421 -1.60173 2.86251 -0.091 -0.058 -0.044
C 5.49190 -2.21112 0.55686 0.002 0.003 0.054
C 4.96660 -3.73019 2.48194 0.044 0.091 -0.028
C 0.26870 -1.44750 -2.02384 0.172 -0.380 0.173
O -0.56241 -0.45384 -1.84456 -0.395 0.467 0.138
C 0.93300 -1.67478 -3.27361 -0.052 0.121 -0.132
C 1.80500 -2.73949 -3.39708 -0.001 -0.057 0.074
C 0.65129 -0.76743 -4.47340 -0.046 0.076 0.058
C 1.42362 -1.17765 -5.72985 -0.038 0.009 0.085
C -0.84404 -0.87089 -4.81460 0.120 -0.038 0.035
C 1.03920 0.68367 -4.14179 0.004 -0.058 0.030
H 3.09836 -6.57919 -3.97099 -0.004 -0.001 -0.027
H 1.45428 -6.10710 -3.49906 0.000 -0.031 -0.023
H 2.33057 -5.16503 -4.70936 -0.011 -0.015 -0.022
H 5.08827 -5.11365 -3.21866 0.007 0.008 -0.038
H 4.30978 -3.76092 -4.04722 0.013 0.007 -0.003
H 4.76844 -3.60375 -2.35147 0.032 0.013 0.036
H 3.95046 -6.48861 -1.63764 -0.018 -0.032 0.014
H 3.60245 -5.11538 -0.58504 -0.003 -0.019 0.034
H 2.29004 -6.19217 -1.10879 0.021 -0.008 0.049
H 1.44675 -4.23059 -0.40431 0.114 0.040 0.023
H 2.73220 -2.83503 0.79388 0.021 -0.042 -0.040
H 4.33454 -0.24864 3.76148 -0.008 -0.021 -0.004
H 0.24141 1.80044 4.25176 -0.050 -0.024 0.048
H 0.30222 0.40118 5.32527 -0.061 0.018 -0.003
H 0.84756 1.99434 5.89933 0.040 -0.031 0.025
H 2.35896 2.78645 3.27641 0.033 0.038 0.010
H 2.85348 3.07345 4.95268 0.028 0.014 -0.001
H 3.92965 2.19888 3.84569 0.005 0.009 -0.025
H 2.72477 -0.59428 5.91226 -0.001 0.006 0.054
H 4.07757 0.50899 5.62964 0.002 -0.035 0.017
H 2.74166 1.01234 6.65669 0.034 0.032 0.000
H 6.31083 -0.55004 2.59434 0.020 0.010 0.033
H 5.98249 -1.67303 3.93097 0.042 0.036 0.014
H 7.14273 -2.10830 2.67509 0.013 0.006 -0.001
H 5.64752 -1.17865 0.23791 -0.003 -0.002 -0.012
H 6.41696 -2.76965 0.39346 0.006 0.011 -0.016
H 4.71615 -2.64064 -0.07705 0.002 -0.032 -0.054
H 4.69270 -3.77908 3.53746 -0.005 -0.036 0.003
H 4.19788 -4.25164 1.91012 0.003 -0.031 -0.010
H 5.91470 -4.25582 2.34261 -0.005 -0.010 0.001
H 2.32214 -2.86898 -4.33751 -0.032 0.005 -0.022
H 1.17437 -2.19541 -6.03674 0.026 0.005 -0.044
H 1.15345 -0.50491 -6.54624 0.010 0.012 -0.004
H 2.50263 -1.10588 -5.58084 0.007 -0.021 -0.026
H -1.08994 -1.89374 -5.10952 -0.004 0.001 -0.031
H -1.45027 -0.61274 -3.94869 -0.001 -0.028 -0.029
H -1.08515 -0.20300 -5.64557 0.058 -0.065 -0.016
H 2.12657 0.78566 -4.13112 0.001 -0.001 -0.004
H 0.63535 1.37055 -4.89091 0.025 0.010 -0.012
H 0.66332 0.97005 -3.16238 0.018 0.032 -0.014
C -0.29357 4.69422 1.05173 -0.222 -0.083 -0.285
Te -0.07419 2.49740 1.30632 -0.033 0.373 0.135
C -1.36587 3.09744 2.92538 0.062 -0.010 0.067
C -0.73338 4.34598 3.44552 0.071 0.064 -0.011
C -0.66603 4.68934 4.78521 -0.022 0.017 0.028
C -0.08697 5.89559 5.15901 -0.011 -0.008 -0.002
C 0.41508 6.75055 4.19029 0.019 0.019 0.006
C 0.35977 6.39876 2.84626 0.022 0.041 -0.028
C -0.21136 5.19446 2.46380 0.043 -0.084 0.142
H -1.27679 4.91106 0.62319 0.020 -0.051 -0.031
H 0.46483 5.14651 0.41563 0.049 -0.163 -0.054
H -1.52167 2.32265 3.67113 0.040 -0.057 -0.102
H -2.31612 3.37258 2.46904 0.032 -0.044 -0.018
H -1.05838 4.01358 5.53603 0.005 0.004 -0.003
H -0.02505 6.16283 6.20599 0.000 0.010 -0.004
H 0.86096 7.69287 4.48157 0.019 -0.007 -0.010
H 0.76466 7.06957 2.09746 0.015 -0.027 -0.012
C -3.89044 3.28566 -2.06603 0.024 0.058 -0.108
N -3.09972 2.05329 -2.17166 0.136 0.024 -0.012
C -1.95206 2.32950 -3.05516 0.023 -0.030 -0.081
N -2.37777 2.79137 -4.37800 0.033 0.081 -0.050
C -3.18366 3.99999 -4.21367 -0.003 -0.060 0.041
N -4.35852 3.76669 -3.36328 -0.069 0.086 0.004
C -5.16146 2.70550 -3.97758 0.060 -0.036 0.044
N -4.40007 1.46753 -4.14797 -0.059 -0.038 -0.083
C -3.92418 1.03288 -2.83649 0.017 0.042 -0.155
C -3.22795 1.76215 -4.97997 -0.035 -0.022 0.045
H -3.27317 4.06202 -1.60664 -0.001 -0.023 0.048
H -4.76450 3.10607 -1.43064 -0.026 0.034 -0.017
H -1.36757 1.41547 -3.15722 -0.041 0.078 0.070
H -1.32971 3.10328 -2.59835 0.015 -0.032 0.044
H -3.52560 4.33543 -5.19501 0.021 0.032 0.016
H -2.57186 4.78409 -3.76189 0.001 -0.006 -0.015
H -5.50869 3.04507 -4.95541 -0.017 -0.002 0.020
H -6.02915 2.50772 -3.34237 -0.010 0.008 -0.025
H -3.32431 0.12679 -2.95396 -0.014 0.002 0.043
H -4.78865 0.80954 -2.21166 0.297 0.107 -0.398
H -3.56874 2.11127 -5.95717 0.017 -0.021 -0.009
H -2.65181 0.84685 -5.10378 -0.094 0.137 -0.018
```
Positions in Å, forces in eV/Å.

**Multiplicity**: 1
**Frontier orbital gap**: 7.35 eV
**LUMO energy**: 0.0114 hartree

Results of the Löwdin charge analysis, in e, for atoms 1 through 6:
1. Cd 1.263
2. C -0.232
3. C -0.245
4. N -0.100
5. C -0.187
6. C -0.195

No. 2
Here is a single C11H14N2O2S2 molecule at a distorted geometry from OMol25. Energies are from ωB97M-V/def2-TZVPD.

The geometry in XYZ format:
```
31
Properties=species:S:1:pos:R:3:forces:R:3
C -3.79224 -1.39757 -1.37879 0.031 -0.011 0.020
C -2.96264 -1.97170 -0.24903 0.382 0.292 0.024
S -1.22771 -1.38710 -0.32480 -0.355 -0.858 -0.096
C -1.44936 0.22202 0.25922 -0.888 -0.364 0.060
N -2.54013 0.68457 0.71780 0.050 -0.483 -0.133
C -2.30753 2.04085 1.16482 0.192 0.239 0.009
C -0.79552 2.29918 0.94867 0.103 0.783 0.379
N -0.33758 1.06122 0.32108 0.887 0.023 -0.729
S 0.80270 1.11720 -0.92676 -0.076 0.039 0.062
O 0.27256 0.46973 -2.08745 0.116 -0.112 0.171
O 1.22113 2.48195 -1.04810 0.103 -0.012 0.306
C 2.17245 0.15340 -0.29340 -0.499 0.321 -0.066
C 3.37871 0.29232 -0.95364 0.103 0.070 -0.150
C 4.47445 -0.43880 -0.52626 -0.091 0.054 -0.068
C 4.34992 -1.29883 0.55376 -0.003 -0.035 0.042
C 3.13560 -1.42872 1.20761 0.005 0.001 -0.040
C 2.03613 -0.69847 0.78318 -0.089 -0.080 0.157
H -4.79701 -1.81352 -1.34473 -0.129 -0.019 -0.030
H -3.85768 -0.31795 -1.27449 -0.045 0.037 -0.044
H -3.34487 -1.63404 -2.34119 -0.018 -0.017 -0.091
H -3.35065 -1.67213 0.72206 -0.027 -0.128 0.016
H -2.89208 -3.05678 -0.31182 0.047 -0.008 0.075
H -2.58994 2.11814 2.21684 0.053 0.132 -0.069
H -2.94283 2.71815 0.58788 0.075 0.067 0.099
H -0.58644 3.14202 0.28995 -0.054 -0.011 0.168
H -0.26028 2.44079 1.89156 -0.080 0.088 -0.105
H 3.43985 0.97400 -1.78697 0.141 0.075 -0.119
H 5.42136 -0.33862 -1.03435 0.066 0.026 -0.048
H 5.20341 -1.86995 0.88733 0.071 -0.040 0.030
H 3.04136 -2.09877 2.04853 -0.020 -0.048 0.068
H 1.08485 -0.79258 1.28146 -0.049 -0.022 0.101
```
Positions in Å, forces in eV/Å.

**SMILES string**: CCSC1=NCCN1S(=O)(=O)c1ccccc1
**Multiplicity**: 1
**Frontier orbital gap**: 9.37 eV
**LUMO energy**: 0.0241 hartree

Results of the Löwdin charge analysis, in e, for atoms 1 through 6:
1. C -0.163
2. C -0.499
3. S 1.003
4. C -0.703
5. N 0.047
6. C -0.166

No. 3
Here is 2 unconnected molecules or ions with the total composition CH4INS at a distorted geometry from OMol25. Energies are from ωB97M-V/def2-TZVPD.

The geometry in XYZ format:
```
8
Properties=species:S:1:pos:R:3:forces:R:3
C -0.01932 0.69264 1.00913 0.924 0.789 -0.877
N 0.03103 -1.37369 -0.13574 -0.465 1.269 0.699
S -0.55912 -1.17215 -1.67437 -2.053 -1.140 1.240
I -1.48339 1.94474 0.23356 -0.079 -0.285 -0.355
H 0.94283 1.31166 0.94996 -1.152 -1.565 0.152
H -0.36502 0.39392 1.97872 0.303 -0.501 0.295
H 1.02546 -1.27052 -0.24791 0.566 -0.021 0.393
H 0.42752 -0.52661 -2.11334 1.955 1.454 -1.547
```
Positions in Å, forces in eV/Å.

**Energy above the lowest of the compared OMol25 structures with the same formula, charge and spin**: 332.95 kJ/mol
**Multiplicity**: 1
**Frontier orbital gap (alpha / beta)**: 8.15 / 8.06 eV
**LUMO energy (alpha / beta)**: -0.0170 / -0.0152 hartree

Results of the Löwdin charge analysis, in e, for atoms 1 through 6:
1. C -0.619
2. N -0.447
3. S 0.661
4. I 0.702
5. H -0.005
6. H -0.054

No. 4
Here is a single CH4FN3 molecule at a distorted geometry from OMol25. Energies are from ωB97M-V/def2-TZVPD.

The geometry in XYZ format:
```
9
Properties=species:S:1:pos:R:3:forces:R:3
H 1.30471 -1.37331 0.71604 -0.435 -2.494 2.351
N 1.29192 -0.75089 0.00150 -0.261 3.194 -3.294
C 0.22112 -0.05024 -0.10797 0.894 -2.662 2.744
N 0.21573 1.08539 -0.82287 -0.941 0.847 -0.690
N -0.89441 -0.29969 0.73869 0.354 0.191 0.390
F -1.05134 -1.67290 1.16163 0.164 2.001 -1.241
H 1.17612 1.18988 -1.10381 -0.100 0.984 -0.475
H -0.52960 1.80578 -0.90866 1.255 -1.235 0.159
H -1.73425 0.06599 0.32544 -0.929 -0.825 0.056
```
Positions in Å, forces in eV/Å.

**Energy above the lowest of the compared OMol25 structures with the same formula, charge and spin**: 54.63 kJ/mol
**SMILES string**: [H]/N=C(/N)NF
**Multiplicity**: 1
**Frontier orbital gap**: 9.91 eV
**LUMO energy**: 0.0254 hartree

Results of the Löwdin charge analysis, in e, for atoms 1 through 6:
1. H -0.013
2. N 0.120
3. C -0.575
4. N 0.121
5. N 0.073
6. F -0.067